Entry 1:
Entry from the OMol25 dataset: C20H19F3N2O3PtSSe2Te as an isolated structure (wB97M-V/def2-TZVPD).

Structure (XYZ):
```
52
Properties=species:S:1:pos:R:3:forces:R:3
Pt 0.054 -0.124 -1.060 0.4 0.2 0.1
Se -0.969 -3.173 0.707 0.0 0.1 0.0
Se 0.077 -1.783 2.235 -0.1 0.0 -0.1
C -0.963 -0.180 1.989 0.1 -0.1 0.0
C -1.690 0.266 3.077 0.0 0.1 0.0
C -2.419 1.440 2.959 0.0 0.0 0.1
C -2.405 2.117 1.757 0.0 0.0 0.0
C -1.656 1.603 0.713 -0.1 0.1 0.0
N -0.939 0.481 0.830 0.0 0.0 -0.1
C 0.459 -3.260 -0.576 0.0 -0.1 0.0
C 0.948 -4.511 -0.916 0.0 -0.1 0.0
C 2.005 -4.607 -1.808 -0.1 0.0 0.1
C 2.561 -3.446 -2.310 -0.1 0.1 0.0
C 2.013 -2.233 -1.925 0.1 -0.1 -0.2
N 0.972 -2.146 -1.092 -0.2 0.1 0.1
H -1.694 -0.312 3.990 0.0 0.0 0.0
H -3.002 1.807 3.794 0.0 0.0 0.0
H -2.971 3.025 1.610 0.0 0.0 0.0
H -1.632 2.083 -0.255 0.0 0.0 0.0
H 0.507 -5.389 -0.467 0.0 0.0 0.0
H 2.398 -5.576 -2.085 0.0 0.0 0.0
H 3.397 -3.458 -2.995 0.0 0.0 0.0
H 2.396 -1.298 -2.313 0.0 0.0 0.0
C 3.959 -0.674 -6.728 0.0 0.0 0.0
C 3.431 -0.073 -5.453 0.0 0.0 0.0
C 4.257 0.132 -4.356 -0.1 0.0 0.0
C 3.782 0.709 -3.181 0.1 0.0 0.0
C 4.744 0.890 -2.034 -0.1 0.0 0.0
C 2.431 1.082 -3.097 0.1 0.1 0.1
Te 1.706 1.835 -1.236 -0.3 -0.2 0.0
C 1.584 0.905 -4.199 -0.1 0.0 -0.1
C 0.129 1.297 -4.203 0.0 0.0 0.0
C 2.106 0.326 -5.353 0.0 0.0 0.0
H 4.898 -1.201 -6.557 0.0 0.0 0.0
H 4.145 0.103 -7.471 0.0 0.0 0.0
H 3.243 -1.374 -7.159 0.0 0.0 0.0
H 5.300 -0.159 -4.414 0.0 0.0 0.0
H 5.737 0.536 -2.310 0.0 0.0 0.0
H 4.415 0.344 -1.148 0.0 0.0 0.0
H 4.821 1.939 -1.744 0.0 0.0 0.0
H -0.493 0.562 -3.685 0.0 0.0 0.0
H -0.238 1.362 -5.227 0.0 0.0 0.0
H -0.038 2.252 -3.708 0.0 0.0 0.0
H 1.449 0.185 -6.205 0.0 0.0 0.0
F -4.133 -2.491 -3.054 0.0 0.0 0.0
C -3.946 -1.171 -3.150 -0.1 -0.1 -0.1
F -3.334 -0.921 -4.311 0.0 0.0 0.0
F -5.141 -0.579 -3.173 0.0 0.0 0.0
S -2.950 -0.550 -1.747 0.2 -0.1 0.0
O -3.658 -0.938 -0.558 0.1 0.0 -0.1
O -1.678 -1.300 -1.972 -0.3 0.2 0.2
O -2.814 0.864 -2.004 0.0 -0.1 0.0
```
Forces are in eV/Å.

**<S²>**: 2.011
**Highest occupied orbital energy (alpha / beta)**: -0.274 / -0.282 Eh
**Kohn-Sham gap (alpha / beta)**: 6.727 / 6.542 eV
**Largest force on an atom**: 0.432 eV Å⁻¹
**E_tot**: -6996.7331 a.u.
**Charge**: 0
**Energy above the lowest of the compared OMol25 structures with the same formula, charge and spin**: 13.18 kJ/mol
**2S+1**: 3



Entry 2:
Entry from the OMol25 dataset: a 3-piece molecular cluster, C13H19ClN3P overall in a non-equilibrium geometry (wB97M-V/def2-TZVPD).

Structure (XYZ):
```
37
Properties=species:S:1:pos:R:3:forces:R:3
C 2.882 1.452 3.578 -0.2 0.2 0.1
C 1.990 2.588 4.084 -0.3 -0.4 -0.1
C 0.832 2.828 3.117 0.1 0.1 0.1
Cl -0.037 4.314 3.602 0.0 0.1 -0.2
P -0.270 1.310 3.129 0.4 -0.8 0.6
N -1.838 1.904 3.575 0.0 0.0 -0.3
H 2.501 0.492 3.899 -0.1 -0.2 0.0
H 3.901 1.546 3.935 0.2 0.1 0.0
H 2.876 1.446 2.492 0.3 0.0 -0.2
H 1.538 2.304 5.031 0.1 0.1 0.4
H 2.547 3.506 4.227 0.1 0.2 0.0
H 1.256 2.979 2.131 -0.2 0.2 -0.3
H -0.418 1.060 1.747 -0.3 0.4 0.0
H -2.547 1.258 3.242 0.0 0.1 -0.1
H -1.892 1.888 4.587 -0.1 0.0 0.0
N 0.570 -1.274 0.532 0.0 0.0 -0.1
C -0.591 -1.649 0.002 0.0 0.1 0.1
C -0.795 -2.869 -0.622 0.0 -0.1 0.1
C 0.267 -3.753 -0.701 0.0 0.0 0.0
C 1.484 -3.380 -0.154 0.0 0.0 0.0
C 1.582 -2.136 0.449 0.0 0.1 0.1
H -1.398 -0.926 0.082 0.0 0.0 0.0
H -1.763 -3.119 -1.035 0.0 0.0 0.0
H 0.150 -4.716 -1.181 0.0 0.0 0.0
H 2.341 -4.038 -0.194 0.0 0.0 0.0
H 2.516 -1.805 0.891 0.0 0.0 0.0
N -1.428 -1.692 -4.740 0.0 0.1 0.0
C -1.178 -1.073 -3.587 0.0 -0.1 -0.1
C -1.319 0.293 -3.400 0.0 0.0 0.0
C -1.741 1.064 -4.471 0.0 0.0 0.0
C -2.005 0.437 -5.678 0.0 0.0 0.0
C -1.834 -0.937 -5.758 0.0 -0.1 0.0
H -0.847 -1.711 -2.778 0.0 0.1 0.0
H -1.101 0.740 -2.439 0.0 0.0 0.0
H -1.863 2.134 -4.367 0.0 0.0 0.0
H -2.336 1.000 -6.540 0.0 0.0 0.0
H -2.032 -1.466 -6.684 0.0 0.0 0.0
```
Forces are in eV/Å.

**Highest occupied orbital energy**: -0.296 Eh
**Kohn-Sham gap**: 8.766 eV
**Largest force on an atom**: 1.075 eV Å⁻¹
**E_tot**: -1472.5432 a.u.
**Charge**: 0



Entry 3:
Entry from the OMol25 dataset: a 2-piece molecular cluster, C4H10ClPS overall in a non-equilibrium geometry (wB97M-V/def2-TZVPD).

Structure (XYZ):
```
17
Properties=species:S:1:pos:R:3:forces:R:3
C 2.763 -0.312 1.250 -1.2 1.2 1.5
C -2.104 -0.142 -1.637 0.9 0.6 -3.0
C 1.891 -1.387 0.762 0.6 -1.0 0.6
C -1.650 1.267 -1.367 1.5 0.7 -0.3
P -1.161 -0.173 1.222 0.0 -1.4 -0.6
S -1.614 1.636 0.430 0.1 1.2 -0.9
Cl -0.710 0.574 2.998 0.4 0.4 1.6
H 3.459 -0.607 2.019 0.9 -0.3 -0.4
H 3.139 0.299 0.415 0.4 -0.2 0.5
H 2.154 0.410 1.901 0.3 -0.5 -1.0
H -1.735 -0.292 -2.721 -1.3 -0.3 1.4
H -1.652 -0.939 -1.082 0.5 -0.1 0.5
H -3.144 -0.186 -1.509 -1.6 -0.5 -0.2
H 1.981 -2.467 1.029 -0.2 1.2 -0.2
H 1.312 -1.075 -0.054 -0.9 -0.3 -1.1
H -2.304 2.119 -1.748 0.8 -1.5 0.0
H -0.625 1.273 -1.907 -1.3 0.9 1.4
```
Forces are in eV/Å.

**Highest occupied orbital energy (alpha / beta)**: -0.287 / -0.266 Eh
**Kohn-Sham gap (alpha / beta)**: 7.208 / 7.664 eV
**Largest force on an atom**: 3.134 eV Å⁻¹
**E_tot**: -1358.0326 a.u.
**Charge**: 0
**Energy above the lowest of the compared OMol25 structures with the same formula, charge and spin**: 263.99 kJ/mol



Entry 4:
Entry from the OMol25 dataset: a 9-piece molecular cluster, H20NO8 overall in a non-equilibrium geometry (wB97M-V/def2-TZVPD).

Structure (XYZ):
```
29
Properties=species:S:1:pos:R:3:forces:R:3
N -3.619 0.406 -10.359 1.9 -1.3 0.3
H -2.644 0.355 -10.637 0.2 0.2 -0.7
H -3.704 1.025 -9.614 -0.4 2.0 1.4
H -3.823 -0.481 -9.989 -0.5 -2.1 0.8
H -4.291 0.519 -11.049 -1.3 0.9 -1.8
O -6.753 -0.074 -10.567 -0.1 1.1 -0.3
H -7.084 0.653 -9.988 0.4 -0.6 -0.8
H -6.787 0.260 -11.486 -0.5 0.1 0.8
O -5.289 -2.356 -10.743 0.7 -0.5 0.3
H -5.914 -2.818 -10.161 0.2 0.4 -0.4
H -5.754 -1.611 -11.123 -0.5 -0.2 0.3
O -1.765 0.734 -8.083 -0.2 -1.5 0.1
H -0.839 0.514 -8.196 0.2 -0.1 0.2
H -1.849 1.606 -8.416 0.0 1.7 -0.4
O -5.524 2.817 -10.187 0.1 -0.3 -0.1
H -5.006 3.491 -9.712 -0.2 -0.4 -0.5
H -5.136 2.694 -11.092 -0.1 0.6 1.3
O -4.146 2.959 -12.402 0.6 -0.4 0.8
H -4.757 3.601 -12.766 0.1 -0.2 -1.0
H -3.785 2.285 -12.990 -0.5 0.7 -0.6
O -1.783 -1.678 -11.693 1.4 0.1 0.1
H -0.829 -1.768 -11.961 -1.5 0.1 0.3
H -1.816 -2.104 -10.823 0.0 -0.2 -0.3
O -1.908 3.044 -10.131 -0.1 -0.2 0.1
H -1.366 2.566 -10.772 0.2 -0.2 0.0
H -2.211 3.769 -10.678 -0.3 0.5 0.1
O -0.654 1.436 -11.891 -1.5 0.5 1.1
H 0.132 1.083 -11.544 1.7 -0.7 1.1
H -0.531 1.342 -12.804 0.0 0.0 -2.3
```
Forces are in eV/Å.

**Highest occupied orbital energy**: -0.528 Eh
**Kohn-Sham gap**: 11.057 eV
**Largest force on an atom**: 2.477 eV Å⁻¹
**E_tot**: -668.4321 a.u.
**Charge**: +1
**Energy above the lowest of the compared OMol25 structures with the same formula, charge and spin**: 124.81 kJ/mol



Entry 5:
Entry from the OMol25 dataset: a single C4H12NO4P molecule in a non-equilibrium geometry (wB97M-V/def2-TZVPD).

Structure (XYZ):
```
22
Properties=species:S:1:pos:R:3:forces:R:3
C 0.630 -0.901 -0.603 0.7 -1.1 0.9
C 0.257 0.548 -0.758 1.9 1.1 -1.2
C -0.101 -1.800 -1.587 -1.9 -1.2 1.2
C 0.620 1.469 0.417 -2.9 -2.6 1.0
N -1.529 -1.481 -1.855 0.4 0.1 0.5
O -1.910 0.409 1.594 -0.4 -0.5 -0.9
O 0.236 2.818 0.259 1.1 -0.7 -0.1
O 1.915 1.235 0.837 0.7 2.8 0.3
O 0.193 -0.208 2.847 0.4 -1.7 0.5
P -0.544 0.841 1.923 -0.9 1.6 -0.1
H 0.304 -1.123 0.415 0.1 -0.6 0.1
H 1.727 -1.202 -0.645 -1.3 0.9 0.1
H 0.772 0.952 -1.661 -0.4 0.0 0.3
H -0.786 0.527 -0.964 -0.9 0.7 0.0
H -0.106 -2.851 -1.314 0.6 -0.2 0.9
H 0.394 -1.838 -2.466 1.8 0.4 -3.2
H -1.809 -1.321 -0.890 -1.3 -0.1 -0.2
H -2.032 -2.306 -2.250 0.7 1.0 0.8
H -0.656 1.904 2.839 0.6 0.4 -0.3
H 0.743 3.171 -0.494 -0.3 -0.1 0.1
H 2.082 2.125 1.265 0.6 -1.5 -0.2
H -0.402 -0.969 3.093 0.8 1.2 -0.5
```
Forces are in eV/Å.

**Highest occupied orbital energy**: -0.339 Eh
**Kohn-Sham gap**: 9.768 eV
**Largest force on an atom**: 4.003 eV Å⁻¹
**E_tot**: -856.6833 a.u.
**Charge**: 0
**Energy above the lowest of the compared OMol25 structures with the same formula, charge and spin**: 0.00 kJ/mol



Entry 6:
Entry from the OMol25 dataset: a 3-piece molecular cluster, C38H74N3O9P2 overall in a non-equilibrium geometry (wB97M-V/def2-TZVPD).

Structure (XYZ):
```
126
Properties=species:S:1:pos:R:3:forces:R:3
C -6.413 -1.925 -1.277 -0.5 -0.3 -0.7
O -7.204 -0.729 -1.176 1.0 -0.6 1.4
C -6.654 0.225 -0.262 -1.0 1.7 -0.6
C -5.797 1.263 -1.083 1.4 -0.5 0.0
C -4.283 0.804 -1.334 -0.1 -0.3 -0.1
C -3.511 0.528 0.014 -1.6 0.5 -0.5
N -2.070 0.146 -0.174 1.1 0.7 -0.7
C -1.258 0.075 1.095 1.1 -1.7 2.2
C -2.023 -0.492 2.351 -0.5 0.1 0.3
C -1.094 -1.216 3.402 -0.5 -0.2 0.3
C -0.495 -0.267 4.515 0.7 -0.7 0.7
C -1.244 -0.391 5.915 -0.3 -0.1 -0.2
C -2.596 0.430 5.985 0.0 -0.3 0.2
C -2.559 1.716 6.903 -0.1 -0.4 -0.1
C -1.269 2.610 6.769 -0.5 1.0 0.4
C -1.287 3.656 5.572 0.3 -0.6 -0.8
C -2.242 3.292 4.376 -0.2 0.9 -0.7
C -2.314 4.440 3.274 -0.2 -0.2 0.8
C -3.470 4.191 2.218 1.3 0.0 0.3
N -4.776 3.898 2.828 2.0 0.4 -1.2
C -5.225 2.590 3.000 -3.6 1.9 2.0
C -6.523 2.752 3.673 1.8 1.7 -1.0
C -6.747 4.224 3.815 1.7 -0.3 -0.7
C -5.578 4.937 3.268 -3.2 -3.7 1.5
C -1.333 1.055 -1.104 1.6 2.5 -2.9
C -0.759 0.562 -2.368 -0.7 1.9 1.8
C -0.097 1.546 -3.225 -0.4 -1.1 0.0
N 0.052 2.877 -2.998 -1.2 -1.8 1.9
C -0.467 3.299 -1.811 -0.7 -0.2 1.1
C -1.178 2.499 -0.818 0.5 -2.1 -1.5
H -7.132 -2.783 -1.403 0.8 0.8 0.0
H -5.771 -1.829 -2.203 -0.4 -0.4 1.1
H -5.808 -2.141 -0.355 -0.4 0.4 -0.8
H -6.134 -0.223 0.624 -0.3 0.1 -0.9
H -7.533 0.802 0.154 0.9 -0.7 -0.4
H -6.234 1.377 -2.116 0.2 -0.1 1.3
H -5.718 2.278 -0.603 -0.4 -1.0 -0.3
H -3.823 1.605 -1.966 -0.1 -0.7 0.7
H -4.227 -0.151 -1.937 -0.2 1.0 0.5
H -4.039 -0.345 0.489 0.8 1.1 -0.1
H -3.529 1.440 0.668 0.0 -1.0 -0.5
H -2.004 -0.786 -0.614 -0.3 0.4 0.3
H -0.411 -0.646 0.889 -0.8 0.9 -0.1
H -0.775 1.037 1.392 -0.7 -0.5 -0.8
H -2.852 -1.214 2.094 0.9 0.7 -0.1
H -2.525 0.369 2.876 0.4 -0.8 -0.5
H -0.313 -1.848 2.882 -0.7 0.9 0.5
H -1.747 -1.963 3.944 0.6 0.7 -0.6
H 0.563 -0.604 4.728 -1.0 0.5 -0.4
H -0.441 0.797 4.163 -0.1 -0.9 0.4
H -1.490 -1.480 6.095 0.4 1.1 -0.3
H -0.552 -0.113 6.763 -0.7 -0.1 -1.0
H -2.906 0.677 4.931 0.2 -0.1 1.1
H -3.399 -0.241 6.401 0.7 0.7 -0.5
H -3.504 2.297 6.684 1.1 -0.4 0.3
H -2.677 1.372 7.973 0.3 0.3 -1.1
H -0.308 2.036 6.724 -1.1 0.2 0.0
H -1.213 3.221 7.719 0.1 -0.7 -1.0
H -1.543 4.688 5.924 0.2 -0.9 -0.2
H -0.240 3.680 5.147 -1.0 0.3 0.5
H -3.300 3.172 4.743 1.1 -0.2 -0.3
H -1.897 2.370 3.825 -0.5 0.6 0.8
H -1.310 4.559 2.768 -1.1 -0.1 0.3
H -2.524 5.399 3.819 0.2 -0.7 -0.6
H -3.168 3.307 1.597 -0.4 0.7 0.4
H -3.532 5.101 1.569 -0.1 -0.9 0.4
H -4.722 1.648 2.701 -0.1 1.2 0.2
H -7.189 1.922 4.006 0.7 1.0 -0.4
H -7.640 4.730 4.257 1.0 -0.7 -0.5
H -5.381 6.026 3.232 0.2 -1.2 -0.2
H -0.866 -0.517 -2.647 0.3 1.2 0.1
H 0.313 1.156 -4.195 -0.4 0.5 1.1
H -0.345 4.388 -1.571 -0.1 -1.2 -0.4
H -1.593 2.918 0.133 0.6 -0.2 -1.1
O 4.266 -2.827 0.406 3.4 -1.5 -1.3
P 4.829 -3.591 1.584 -6.6 1.8 5.3
O 3.532 -4.561 1.895 0.6 -0.1 -0.4
C 3.261 -5.632 0.997 -0.1 -0.3 -0.1
C 4.266 -6.760 1.151 0.1 0.0 0.0
O 4.567 -2.442 2.741 1.0 0.0 -0.3
C 4.395 -1.075 2.392 -0.2 0.2 -0.1
C 2.922 -0.743 2.253 -0.3 0.0 0.0
O 5.700 -4.423 2.777 1.5 0.0 -3.4
C 7.096 -4.620 2.508 0.6 0.0 0.2
C 7.838 -3.306 2.352 -0.1 0.1 0.1
H 3.245 -5.265 -0.034 0.0 0.0 0.0
H 2.261 -6.000 1.232 0.0 0.1 0.1
H 5.252 -6.452 0.791 0.0 -0.1 0.0
H 3.957 -7.635 0.577 0.0 0.0 0.0
H 4.376 -7.042 2.199 -0.1 0.0 -0.1
H 4.951 -0.827 1.486 -0.1 -0.1 0.0
H 4.825 -0.476 3.198 0.0 -0.2 0.1
H 2.413 -1.427 1.570 0.2 0.0 -0.1
H 2.787 0.279 1.888 0.0 0.0 0.0
H 2.419 -0.837 3.219 0.1 0.1 0.0
H 7.208 -5.231 1.607 0.1 -0.1 0.1
H 7.511 -5.183 3.345 -0.2 0.0 0.0
H 7.494 -2.760 1.467 0.0 0.0 -0.1
H 8.910 -3.480 2.246 -0.1 0.0 0.0
H 7.667 -2.660 3.216 0.0 -0.1 0.0
O 2.187 0.006 -6.749 -1.7 0.1 -3.7
P 3.317 -0.418 -7.665 5.9 -1.0 6.5
O 3.710 -1.842 -6.934 -0.5 0.1 -0.6
C 2.826 -2.944 -7.085 0.0 -0.3 -0.1
C 2.895 -3.532 -8.483 0.0 0.1 -0.1
O 4.500 0.534 -7.020 -0.5 0.4 -1.0
C 4.176 1.689 -6.255 0.0 0.1 0.4
C 4.147 1.360 -4.776 0.0 -0.1 0.2
O 4.437 -0.772 -8.890 -3.5 0.6 -1.2
C 4.066 -0.360 -10.213 0.2 0.2 -0.5
C 3.871 1.142 -10.309 0.1 0.1 0.1
H 1.801 -2.643 -6.842 0.0 0.0 0.0
H 3.129 -3.699 -6.357 0.1 0.1 0.0
H 2.468 -2.840 -9.216 0.0 -0.1 0.0
H 2.338 -4.468 -8.539 0.0 0.0 0.0
H 3.930 -3.716 -8.776 -0.1 0.0 0.1
H 3.234 2.129 -6.589 0.0 -0.1 0.1
H 4.954 2.433 -6.443 0.1 -0.2 -0.1
H 3.497 0.509 -4.562 -0.1 0.1 -0.1
H 3.800 2.218 -4.195 0.0 0.0 0.0
H 5.144 1.084 -4.428 0.0 0.1 0.0
H 3.154 -0.884 -10.513 0.1 0.0 -0.1
H 4.866 -0.674 -10.885 0.0 -0.1 0.2
H 3.018 1.469 -9.705 -0.1 0.0 0.0
H 3.686 1.439 -11.343 0.0 0.0 0.1
H 4.752 1.670 -9.939 0.0 -0.1 -0.1
```
Forces are in eV/Å.

**Highest occupied orbital energy**: -0.382 Eh
**Kohn-Sham gap**: 7.512 eV
**Largest force on an atom**: 8.835 eV Å⁻¹
**E_tot**: -3016.0493 a.u.
**Charge**: +1